[1]
{"formula": "C3H5BrO", "method": "the ωB97M-V functional and the def2-TZVPD basis", "species": ["C", "C", "C", "O", "H", "H", "H", "H", "Br", "H"], "positions_angstrom": [[1.39648, 0.75136, 0.64509], [1.31488, -0.53162, 0.06871], [0.10598, -0.88785, -0.56793], [-0.97116, -0.35613, -0.34110], [2.23195, 1.16201, 1.24106], [0.42676, 1.24903, 0.50317], [2.10031, -1.27759, 0.00911], [0.08436, -1.54530, -1.48045], [-4.09826, 0.68116, 0.05748], [-2.59129, 0.75493, -0.13515]], "homo_lumo_gap_ha": 0.35176, "molar_mass_g_mol": 136.976, "relative_energy_ev": 0.984, "charge": 0}

[2]
{"formula": "C14H16N4OS2", "method": "the ωB97M-V functional and the def2-TZVPD basis", "species": ["C", "C", "N", "C", "N", "C", "C", "C", "C", "C", "O", "N", "C", "C", "N", "C", "C", "C", "C", "S", "S", "H", "H", "H", "H", "H", "H", "H", "H", "H", "H", "H", "H", "H", "H", "H", "H"], "positions_angstrom": [[1.10479, 1.13950, -4.89230], [1.37508, 0.65099, -3.49495], [0.39409, -0.45487, -3.29672], [0.27079, -1.05470, -2.07575], [-0.94014, -1.38926, -1.80374], [-1.00508, -1.92914, -0.53675], [-2.27955, -2.66280, -0.13939], [-3.44365, -1.69716, 0.00650], [0.20597, -1.63599, 0.17516], [0.15796, -1.85639, 1.63381], [-0.07488, -2.99744, 2.16028], [-0.18730, -0.81256, 2.52278], [-0.41176, 0.63238, 2.11373], [-1.51233, 1.35306, 2.82276], [-2.37158, 1.97338, 3.32958], [0.78948, 1.52493, 2.44518], [1.82030, 1.16627, 3.25529], [2.85556, 2.20828, 3.29440], [2.59086, 3.38800, 2.55340], [1.00983, 3.14458, 1.91606], [1.50293, -1.12585, -0.76122], [1.95105, 1.70167, -5.22305], [0.31722, 1.86815, -4.76215], [0.73387, 0.33665, -5.66766], [2.37802, 0.32238, -3.34481], [1.21705, 1.58627, -2.78420], [-0.25637, -0.68225, -4.06151], [-2.69396, -3.28559, -0.98934], [-2.21049, -3.26487, 0.78024], [-4.32858, -2.28322, 0.41898], [-3.67488, -1.34721, -0.99987], [-3.13713, -0.84766, 0.64473], [-0.49393, -1.10352, 3.44953], [-0.48358, 0.74053, 1.06465], [1.86941, 0.25007, 3.89208], [3.73284, 2.20517, 3.95752], [3.22809, 4.23821, 2.39672]], "homo_lumo_gap_ha": 0.31394, "molar_mass_g_mol": 320.443, "relative_energy_ev": 3.103, "charge": 0}

[3]
{"formula": "C8H11N3O2S", "method": "the ωB97M-V functional and the def2-TZVPD basis", "species": ["C", "N", "C", "O", "C", "S", "O", "C", "C", "C", "C", "N", "C", "N", "H", "H", "H", "H", "H", "H", "H", "H", "H", "H", "H"], "positions_angstrom": [[-0.37773, -3.22125, -0.45399], [-0.44986, -1.81846, -0.34296], [0.35719, -0.97486, -0.94675], [1.18777, -1.28279, -1.76337], [0.01695, 0.62691, -0.52913], [0.95280, 1.82721, -1.69836], [-1.30458, 0.88003, -0.83082], [-1.72037, 0.51977, -2.13094], [0.47298, 0.88669, 0.81274], [-0.27389, 1.72491, 1.61808], [0.32611, 2.25153, 2.71733], [1.52959, 1.88199, 3.04852], [2.14974, 0.92999, 2.34646], [1.63591, 0.36304, 1.24276], [0.52701, -3.71478, 0.28394], [-1.35823, -3.68317, -0.13192], [-0.04756, -3.43860, -1.48455], [-1.02447, -1.40604, 0.44452], [1.44184, 0.72281, -2.23653], [-2.40335, 1.27918, -2.45244], [-2.33465, -0.47909, -2.00316], [-0.94574, 0.42781, -2.83603], [-1.28662, 1.96077, 1.25561], [-0.15926, 3.09061, 3.33129], [3.08843, 0.64579, 2.73971]], "homo_lumo_gap_ha": 0.34685, "molar_mass_g_mol": 213.262, "relative_energy_ev": 2.977, "charge": 0}

[4]
{"formula": "C5H17N2O", "method": "the ωB97M-V functional and the def2-TZVPD basis", "species": ["N", "C", "C", "C", "N", "C", "C", "H", "H", "H", "H", "H", "H", "H", "H", "H", "H", "H", "H", "H", "H", "H", "H", "H", "O"], "positions_angstrom": [[-0.23498, 0.13460, -2.20390], [-0.99958, 0.49905, -0.91274], [-0.92924, 2.03891, -0.60659], [-0.30152, -0.34382, 0.27416], [0.21591, -1.52175, -0.30173], [1.66982, -1.73583, -0.01603], [-0.54478, -2.63717, 0.29048], [0.23065, -0.73193, -1.97408], [-1.05052, -0.05899, -2.95854], [0.36748, 0.85665, -2.56984], [-1.96545, 0.20627, -1.17056], [-0.26386, 2.28851, 0.13957], [-0.54518, 2.60234, -1.49998], [-1.95269, 2.28058, -0.39022], [0.57196, 0.17736, 0.86538], [-1.17056, -0.33847, 0.96427], [2.35270, -0.90157, 0.29564], [1.92128, -2.49739, 0.74321], [1.99176, -1.91055, -1.07751], [-0.28598, -3.61499, -0.19942], [-1.62254, -2.43147, 0.15385], [-0.13822, -2.68435, 1.31061], [0.81939, 3.84458, 3.12833], [1.29668, 2.63309, 3.76629], [0.77605, 2.88293, 2.97960]], "homo_lumo_gap_ha": [0.12675, 0.36465], "multiplicity": 2, "s2": 0.751, "molar_mass_g_mol": 121.204, "relative_energy_ev": 3.236, "charge": 0}

[5]
{"formula": "C5H7N", "method": "the ωB97M-V functional and the def2-TZVPD basis", "species": ["C", "C", "C", "C", "N", "C", "H", "H", "H", "H", "H", "H", "H"], "positions_angstrom": [[0.07433, 0.61761, -1.14132], [-0.57918, -0.74323, -1.10252], [-0.52666, -1.31567, 0.09512], [0.07545, -0.37786, 1.09688], [0.88459, 0.57081, 0.30040], [-0.38779, 1.03802, 1.01690], [-0.69686, 1.41302, -1.30910], [0.83725, 0.72854, -1.89645], [-1.03076, -1.17822, -1.98937], [-0.87593, -2.31413, 0.33274], [0.53321, -0.77650, 2.00503], [1.84949, 0.70040, 0.70632], [-0.15716, 1.63723, 1.88538]], "homo_lumo_gap_ha": 0.28181, "molar_mass_g_mol": 81.118, "relative_energy_ev": 5.635, "charge": 0}

[6]
{"formula": "C3H10NO", "method": "the ωB97M-V functional and the def2-TZVPD basis", "species": ["C", "C", "C", "N", "O", "H", "H", "H", "H", "H", "H", "H", "H", "H", "H"], "positions_angstrom": [[-0.78864, 1.30898, -0.31334], [-0.78672, -1.16716, -0.30852], [1.21931, -0.06242, 0.51285], [-0.23817, 0.02530, 0.25856], [1.82792, -0.36755, -0.64228], [-0.86126, 1.15423, -1.39243], [-1.84116, 1.37227, 0.05763], [-0.24355, 2.13927, 0.08037], [-0.28498, -1.43384, -1.33235], [-0.52525, -1.96423, 0.35743], [-1.83688, -1.03628, -0.38943], [1.83828, 1.65245, 1.06316], [1.50780, -0.70300, 1.31094], [-0.64223, 0.14000, 1.16758], [2.62589, -0.95087, -0.74205]], "homo_lumo_gap_ha": 0.37047, "molar_mass_g_mol": 76.119, "relative_energy_ev": 4.308, "charge": 1}

[7]
{"formula": "C25H22Br2FeN5O2S2", "method": "the ωB97M-V functional and the def2-TZVPD basis", "species": ["Fe", "C", "S", "C", "S", "N", "N", "C", "C", "C", "C", "C", "C", "N", "H", "H", "H", "H", "H", "H", "H", "H", "Br", "C", "C", "C", "Br", "C", "C", "C", "C", "N", "C", "C", "O", "H", "H", "H", "H", "C", "C", "C", "C", "N", "C", "C", "H", "H", "H", "H", "H", "H", "H", "C", "C", "O", "H", "H", "H"], "positions_angstrom": [[-0.44737, -0.21736, 0.26873], [2.38477, -5.14303, -0.96429], [0.85372, -5.15484, 0.03131], [0.49903, -3.42746, -0.02110], [-0.47544, -2.89999, -1.41317], [1.07461, -2.68462, 0.85580], [0.95358, -1.35879, 0.88591], [1.96042, -0.72772, 1.52837], [2.02896, 0.67705, 1.50233], [3.19059, 1.39763, 1.87332], [3.22572, 2.75423, 1.67741], [2.10144, 3.40564, 1.15139], [0.98447, 2.64227, 0.85528], [0.93942, 1.32758, 1.00675], [2.63561, -6.17610, -1.19758], [3.18553, -4.68124, -0.39051], [2.19548, -4.58450, -1.87841], [2.76424, -1.32482, 1.94259], [4.03486, 0.85339, 2.27826], [4.11689, 3.31887, 1.92451], [2.09131, 4.47559, 0.99959], [0.07200, 3.10431, 0.48918], [-3.60619, 3.31497, -0.97409], [-3.39864, 2.52522, 0.74396], [-4.23028, 2.89651, 1.78423], [-4.08350, 2.26236, 3.00718], [-5.30382, 2.74125, 4.39644], [-3.09632, 1.28630, 3.25140], [-2.92362, 0.55375, 4.44882], [-1.88445, -0.39266, 4.51875], [-1.02697, -0.55831, 3.45868], [-1.15038, 0.13554, 2.30532], [-2.20882, 0.99464, 2.17570], [-2.40690, 1.54379, 0.88534], [-1.68679, 1.11415, -0.14542], [-4.98896, 3.65249, 1.64342], [-3.59020, 0.70643, 5.28462], [-1.75048, -0.98791, 5.41360], [-0.19341, -1.25186, 3.50691], [2.34244, 0.04879, -5.53587], [1.75546, 0.12507, -4.15857], [0.45843, 0.56384, -3.92250], [-0.03625, 0.58920, -2.63323], [0.66015, 0.19100, -1.56616], [1.92340, -0.18757, -1.78472], [2.49947, -0.23395, -3.03591], [1.58690, 0.23883, -6.29686], [2.77155, -0.93807, -5.71339], [3.14308, 0.78108, -5.65426], [-0.16459, 0.89131, -4.74557], [-1.03735, 0.94836, -2.41936], [2.49699, -0.47306, -0.91388], [3.52906, -0.55258, -3.14296], [-2.64531, -1.25652, -1.68680], [-1.59559, -1.65434, -0.67751], [-1.79640, -1.67394, 0.55364], [-3.38247, -2.06056, -1.73801], [-2.20664, -1.11610, -2.67464], [-3.14248, -0.34351, -1.36395]], "homo_lumo_gap_ha": [0.13073, 0.22042], "multiplicity": 5, "s2": 6.156, "molar_mass_g_mol": 704.271, "relative_energy_ev": 2.461, "charge": -1}

[8]
{"formula": "C2H2NO3S", "method": "the ωB97M-V functional and the def2-TZVPD basis", "species": ["C", "C", "N", "O", "O", "O", "S", "H", "H"], "positions_angstrom": [[0.91225, -3.02194, -1.06075], [0.49582, -0.72653, -0.01451], [0.63293, -1.97416, -0.61559], [-2.13631, 1.49698, -0.49992], [0.20090, 2.38965, -0.18520], [-1.04998, 1.28309, 1.75197], [-0.88807, 1.43719, 0.30041], [0.99693, -0.03944, -0.63797], [0.83554, -0.84484, 0.96156]], "homo_lumo_gap_ha": [0.27954, 0.27988], "molar_mass_g_mol": 120.109, "relative_energy_ev": 3.021, "charge": -1}